[1]
This record from OMol25 describes a cluster of 7 separate species, C30H52FN2O21PS in total. The level of theory is ωB97M-V/def2-TZVPD.

Each line ends with the Mulliken charge.
Element x y z (Å)
C -4.85712 1.15341 1.60879  -1.21
C -4.27577 1.18948 3.03965  -0.58
P -2.43463 1.24055 3.24826  0.25
C -1.82816 1.61751 1.56241  -1.19
N -1.78266 -0.42681 3.43606  0.24
C -0.99518 -0.61678 4.68685  -1.08
C 0.14699 0.40682 4.89078  0.01
O 0.63995 0.88866 3.66162  -0.40
C -0.11674 1.57032 5.87557  -0.60
N -0.43991 2.86260 5.25640  -0.40
S -2.76289 -1.68812 3.15202  1.02
O -3.54910 -1.45450 1.99476  -0.40
O -2.04970 -2.91135 3.26386  -0.68
F -3.73371 -1.68120 4.39376  -0.29
H -4.23164 0.59799 0.91786  0.28
H -5.03074 2.16196 1.23502  0.36
H -5.82598 0.65106 1.61744  0.34
H -4.58888 2.13195 3.49635  0.47
H -4.72887 0.40941 3.64741  0.37
H -1.71367 0.68893 1.00114  0.22
H -2.49577 2.30308 1.04710  0.50
H -0.83940 2.05402 1.69511  0.35
H -1.63774 -0.67604 5.56959  0.33
H -0.52195 -1.59327 4.58167  0.60
H 0.92918 -0.18602 5.37815  0.54
H 1.38301 0.33968 3.39015  0.08
H -0.86659 1.23995 6.60321  0.13
H 0.81779 1.71731 6.42229  0.39
H -1.44850 2.95756 5.22799  0.22
H -0.13034 3.60340 5.87796  0.13
C -4.43905 -3.86607 0.10744  -1.37
C -5.35677 -3.78795 -1.08296  0.56
C -5.06672 -4.78369 -2.18567  -0.30
O -5.50005 -4.06737 -3.36227  -0.33
C -5.38404 -2.75295 -3.09804  0.67
O -5.45367 -1.89128 -3.92528  -0.59
O -5.17313 -2.53716 -1.78922  -0.29
H -4.48995 -4.85744 0.55975  0.41
H -3.40939 -3.66502 -0.18968  0.26
H -4.71240 -3.12856 0.85542  0.24
H -6.40512 -3.83549 -0.77410  0.29
H -5.61297 -5.71854 -2.09303  0.35
H -3.99961 -4.97210 -2.29955  0.12
C 5.16735 -0.10259 -0.92198  -1.44
C 4.21750 0.19862 0.20338  0.62
C 4.85745 0.76620 1.45212  -0.46
O 3.97818 0.29842 2.48610  -0.35
C 3.38479 -0.83413 2.04031  0.66
O 2.73362 -1.55936 2.72639  -0.55
O 3.61763 -1.00907 0.72633  -0.38
H 5.71059 0.78703 -1.22809  0.33
H 5.88846 -0.86455 -0.62064  0.32
H 4.62697 -0.49071 -1.78577  0.40
H 3.40356 0.84396 -0.13701  0.25
H 4.90485 1.85141 1.46553  0.34
H 5.85230 0.35081 1.62877  0.30
C -6.33666 -2.72504 -6.87817  -1.28
C -5.25488 -2.15570 -7.75197  0.88
C -5.35524 -0.66878 -8.01352  -0.45
O -4.73561 -0.53869 -9.29980  -0.35
C -4.87624 -1.72247 -9.94772  0.60
O -4.64120 -1.89183 -11.09986  -0.54
O -5.31906 -2.67560 -9.09742  -0.39
H -6.32715 -2.22454 -5.91135  0.31
H -7.31495 -2.60231 -7.34701  0.37
H -6.18158 -3.79127 -6.71445  0.35
H -4.26805 -2.40923 -7.35304  -0.07
H -4.82887 -0.06030 -7.28296  0.28
H -6.39311 -0.33596 -8.08907  0.31
C -1.91740 -1.06300 -4.08342  -1.20
C -1.22545 -2.39357 -3.94063  0.46
C -0.89445 -3.10347 -5.23835  -0.28
O -0.96107 -4.48758 -4.86027  -0.38
C -1.80562 -4.58150 -3.81302  0.63
O -2.26973 -5.59018 -3.38411  -0.58
O -2.09700 -3.35740 -3.32000  -0.23
H -1.29853 -0.37638 -4.66204  0.41
H -2.88065 -1.18589 -4.58119  0.15
H -2.10566 -0.62085 -3.10586  0.32
H -0.33502 -2.30605 -3.31198  0.20
H 0.09304 -2.87122 -5.62739  0.31
H -1.64650 -2.92069 -6.00958  0.12
C 10.66233 0.76707 -4.32539  -1.43
C 9.89272 1.30178 -3.14603  0.47
C 9.36544 0.25658 -2.18657  -0.49
O 8.18676 0.88614 -1.66305  -0.28
C 7.73988 1.75952 -2.60475  0.68
O 6.67888 2.29742 -2.58193  -0.54
O 8.66672 1.92785 -3.57001  -0.35
H 11.52377 0.19254 -3.98435  0.37
H 10.02617 0.12652 -4.93691  0.36
H 11.01768 1.58165 -4.95475  0.35
H 10.47683 2.05553 -2.61117  0.25
H 10.05127 0.02357 -1.37634  0.33
H 9.07170 -0.66419 -2.69604  0.31
C 3.87346 5.78796 9.14136  -1.43
C 2.47787 5.85402 8.57747  0.50
C 2.16083 4.82825 7.50973  -0.49
O 1.18311 5.50749 6.71400  -0.24
C 1.39868 6.84351 6.84384  0.55
O 0.89437 7.67785 6.17025  -0.53
O 2.27260 7.07952 7.85233  -0.36
H 4.05636 4.80797 9.58298  0.37
H 4.60928 5.96851 8.35713  0.36
H 4.01464 6.54556 9.91103  0.35
H 1.73437 5.81777 9.37874  0.27
H 1.74335 3.90413 7.90325  0.34
H 3.02590 4.60099 6.88192  0.28

Properties
frontier orbital gap: 8.861 eV
net charge: 0
HOMO: -8.60 eV
E_tot: -100774.21998 eV
strongest force on any atom: 0.03112 Eh/bohr
SMILES string: CCP(C)N(C[C@@H](O)CN)S(=O)(=O)F.C[C@@H]1COC(=O)O1.C[C@@H]1COC(=O)O1.C[C@@H]1COC(=O)O1.C[C@@H]1COC(=O)O1.C[C@@H]1COC(=O)O1.C[C@@H]1COC(=O)O1
lowest unoccupied orbital energy: 0.257 eV

---

[2]
This record from OMol25 describes a cluster of 8 separate species, C30H52IN7O2 in total. The level of theory is ωB97M-V/def2-TZVPD.

Each line ends with the Mulliken charge.
Element x y z (Å)
C 4.80544 -5.44410 -1.51641  -0.50
O 3.74799 -6.06038 -0.75510  -0.26
C 2.51305 -5.99952 -1.40268  0.44
O 2.00973 -7.02975 -1.78868  -0.46
I 1.40055 -4.13408 -1.69579  0.10
H 5.02337 -5.97674 -2.47926  0.30
H 5.73877 -5.52555 -0.88461  0.23
H 4.65199 -4.34528 -1.68763  0.17
C 2.29067 -4.95431 4.28644  -1.24
C 3.05270 -5.57249 3.11891  -0.27
C 4.35172 -4.83039 2.79543  -0.23
C 4.05573 -3.41921 2.41957  0.17
N 3.82341 -2.31692 2.12687  -0.43
H 1.97688 -3.93164 4.06529  0.35
H 1.38881 -5.53169 4.49962  0.36
H 2.90487 -4.93744 5.19103  0.30
H 2.40534 -5.58401 2.23751  0.16
H 3.28834 -6.61271 3.35775  0.36
H 4.86550 -5.31740 1.96399  0.13
H 5.02220 -4.83518 3.65801  0.36
C 6.81455 -0.21779 -1.47037  -1.21
C 5.80139 0.42098 -2.41181  -0.41
C 4.43894 -0.27526 -2.38570  0.03
C 4.57341 -1.69718 -2.80379  0.15
N 4.67845 -2.81098 -3.11874  -0.55
H 7.03266 -1.25165 -1.75216  0.42
H 7.75733 0.33161 -1.50016  0.34
H 6.45170 -0.21148 -0.44360  0.27
H 6.20453 0.40837 -3.42900  0.37
H 5.66761 1.46884 -2.13196  0.19
H 3.74542 0.22662 -3.06380  0.33
H 4.01261 -0.24279 -1.37993  0.09
C -1.58063 0.29671 0.50109  -1.11
C -2.29264 -0.84980 -0.20772  -0.37
C -1.32298 -1.86289 -0.82266  -0.23
C -0.45917 -1.19583 -1.83853  0.13
N 0.21082 -0.66864 -2.62947  -0.54
H -0.97231 0.88174 -0.19356  0.38
H -2.30174 0.97407 0.95689  0.04
H -0.93032 -0.07777 1.29739  0.38
H -2.94033 -0.43920 -0.98534  0.32
H -2.93659 -1.36320 0.50679  0.14
H -1.87779 -2.67057 -1.30618  0.26
H -0.68739 -2.30358 -0.05051  0.41
C -5.57997 3.87155 0.86798  -1.17
C -4.60495 4.81528 1.56425  -0.39
C -3.20838 4.21063 1.73183  0.24
C -3.28455 2.97521 2.55997  0.11
N -3.34842 2.00604 3.21684  -0.54
H -5.74116 2.96045 1.44835  0.46
H -6.55213 4.35385 0.74392  0.34
H -5.21175 3.58830 -0.12123  0.22
H -5.01040 5.08660 2.54340  0.33
H -4.52475 5.73788 0.98289  0.21
H -2.54508 4.92714 2.22171  0.36
H -2.77956 3.96125 0.75796  -0.10
C -4.16992 7.15634 -1.98517  -0.84
C -2.77000 7.01176 -2.57261  -0.41
C -2.56086 5.67560 -3.29015  -0.43
C -2.74833 4.54674 -2.33585  0.20
N -2.89453 3.66720 -1.59037  -0.40
H -4.36618 6.39910 -1.22276  0.03
H -4.28357 8.13267 -1.50991  0.34
H -4.93290 7.06641 -2.76298  0.32
H -2.03437 7.11927 -1.77032  0.28
H -2.59459 7.82606 -3.28018  0.31
H -1.55219 5.62369 -3.70473  0.28
H -3.27091 5.56683 -4.11303  0.28
C -6.86042 -4.07605 1.62340  -1.16
C -6.10372 -4.69373 0.45234  -0.59
C -4.80170 -3.95609 0.12921  -0.29
C -5.09178 -2.54169 -0.24051  0.32
N -5.31781 -1.43868 -0.52739  -0.51
H -7.16985 -3.05134 1.40644  0.36
H -7.76437 -4.64996 1.83636  0.34
H -6.24426 -4.06519 2.52659  0.30
H -6.75302 -4.69916 -0.42756  0.31
H -5.87232 -5.73590 0.68714  0.34
H -4.29038 -4.44195 -0.70460  0.36
H -4.13016 -3.96751 0.99134  0.34
C 3.22816 4.12583 -0.42611  -1.16
C 2.74656 3.08629 0.58049  -0.22
C 3.78758 2.77363 1.65911  -0.46
C 5.02542 2.22884 1.03389  0.24
N 5.98810 1.79691 0.54603  -0.44
H 4.10231 3.77504 -0.97956  0.28
H 2.44505 4.33802 -1.15684  0.33
H 3.49054 5.06297 0.07267  0.33
H 2.48206 2.16949 0.04586  0.19
H 1.83558 3.45129 1.06179  0.28
H 3.39241 2.03644 2.36093  0.29
H 4.04096 3.67513 2.22171  0.32

Properties
frontier orbital gap: 9.919 eV
net charge: 0
HOMO: -9.58 eV
E_tot: -54577.67609 eV
strongest force on any atom: 0.05526 Eh/bohr
SMILES string: COC(=O)I.CCCC#N.CCCC#N.CCCC#N.CCCC#N.CCCC#N.CCCC#N.CCCC#N
lowest unoccupied orbital energy: 0.340 eV